# 1
A cluster of 2 separate species, C11H15N in total in a non-equilibrium geometry. Source: OMol25; level of theory: ωB97M-V/def2-TZVPD.

```
27
C11H15N ωB97M-V/def2-TZVPD
C 3.10872 1.96216 -0.07611
C 1.68459 1.92957 0.13299
C 1.10607 2.49667 1.27651
N -0.17851 1.88872 1.47285
C -0.33456 1.01213 0.50684
C -1.59443 0.32967 0.24803
C -1.73634 -0.14172 -0.99133
C -0.58990 -0.21873 -2.00661
C 0.63350 0.07485 -1.53194
C 0.78597 0.87161 -0.31946
H 3.39188 3.03323 0.12418
H 3.60066 2.08748 -1.01001
H 3.60489 1.37935 0.76390
H 1.19152 3.26507 2.00367
H -0.97252 2.20544 2.06841
H -2.50249 0.15310 0.87497
H -2.71991 -0.54776 -1.29137
H -0.83473 -0.58296 -2.98852
H 1.48966 -0.16685 -2.16803
C -0.77497 -4.36053 0.92201
C -1.81217 -3.81068 -0.04698
H -0.81614 -3.99803 1.85240
H -1.21707 -5.42608 1.11666
H 0.26201 -4.33310 0.58615
H -2.78224 -4.01974 0.35923
H -1.66096 -2.77765 -0.29438
H -1.64383 -4.36250 -0.99086
```

Results
HOMO-LUMO gap, eV: 8.8615
Relative energy (zero: lowest compared OMol25 entry of this formula, charge and spin), kJ/mol: 276.6
SMILES: Cc1c[nH]c2ccccc12.CC
HOMO, eV: -7.9



# 2
A cluster of 2 separate species, C11H15N in total in a non-equilibrium geometry. Source: OMol25; level of theory: ωB97M-V/def2-TZVPD.

```
27
C11H15N ωB97M-V/def2-TZVPD
C -1.49932 -2.29758 0.64930
C -0.16594 -1.93848 0.05382
C 0.61815 -2.70402 -0.80782
N 1.71542 -1.98016 -1.17835
C 1.67160 -0.73910 -0.55238
C 2.74729 0.17800 -0.61093
C 2.62354 1.25580 0.22608
C 1.37318 1.45812 0.88540
C 0.38542 0.54239 0.91972
C 0.45819 -0.69097 0.18560
H -1.55437 -3.31068 1.04046
H -2.36028 -2.22537 -0.05193
H -1.56630 -1.53533 1.41013
H 0.47136 -3.74685 -0.95523
H 2.58134 -2.32199 -1.54614
H 3.51745 -0.01870 -1.36052
H 3.20292 2.15673 0.37435
H 1.15357 2.46132 1.34129
H -0.39251 0.70962 1.70458
C -3.76791 2.32438 0.53495
C -3.61791 3.50878 -0.43130
H -3.33174 1.38381 0.13768
H -3.28087 2.54812 1.51070
H -4.72948 1.82193 0.69063
H -3.97574 4.43407 0.00616
H -4.32467 3.31639 -1.30806
H -2.59076 3.46452 -0.81733
```

Results
HOMO-LUMO gap, eV: 8.6873
Relative energy (zero: lowest compared OMol25 entry of this formula, charge and spin), kJ/mol: 143.4
SMILES: Cc1c[nH]c2ccccc12.CC
HOMO, eV: -7.8



# 3
A cluster of 2 separate species, C11H15N in total in a non-equilibrium geometry. Source: OMol25; level of theory: ωB97M-V/def2-TZVPD.

```
27
C11H15N ωB97M-V/def2-TZVPD
C -2.90150 -1.28443 1.24508
C -1.57205 -0.70905 1.49168
C -0.51414 -1.20851 2.20562
N 0.64509 -0.51890 1.84718
C 0.28986 0.57102 1.09374
C 1.04843 1.42155 0.26091
C 0.45280 2.46004 -0.41394
C -0.96682 2.52750 -0.39232
C -1.70570 1.50439 0.08563
C -1.11927 0.47863 0.85961
H -3.65971 -0.49592 0.93318
H -3.32181 -1.48083 2.24471
H -3.02231 -2.18170 0.62993
H -0.56000 -2.01066 2.92834
H 1.51927 -0.89968 2.15783
H 2.11779 1.34384 0.16842
H 1.08056 2.99012 -1.16609
H -1.42985 3.35687 -0.88305
H -2.80868 1.54031 0.00795
C 1.93110 -0.35795 -2.38037
C 2.17857 -1.53214 -1.40069
H 1.02596 0.22627 -2.30685
H 2.75014 0.35339 -2.39043
H 1.82429 -0.82369 -3.37338
H 1.85942 -1.11276 -0.41971
H 1.59384 -2.45781 -1.50276
H 3.26472 -1.69991 -1.53024
```

Results
HOMO-LUMO gap, eV: 8.7342
Relative energy (zero: lowest compared OMol25 entry of this formula, charge and spin), kJ/mol: 128.0
SMILES: Cc1c[nH]c2ccccc12.CC
HOMO, eV: -7.8



# 4
A cluster of 2 separate species, C11H15N in total in a non-equilibrium geometry. Source: OMol25; level of theory: ωB97M-V/def2-TZVPD.

```
27
C11H15N ωB97M-V/def2-TZVPD
C -1.77856 1.72129 -1.14207
C -0.99704 0.52911 -1.63050
C -1.56612 -0.22515 -2.61385
N -0.55292 -1.04877 -3.18321
C 0.56187 -0.88910 -2.36027
C 1.70908 -1.67752 -2.35990
C 2.66878 -1.36918 -1.37701
C 2.45780 -0.27662 -0.50879
C 1.39376 0.61478 -0.60265
C 0.35983 0.13415 -1.41350
H -2.57576 1.46033 -0.45315
H -2.26592 2.32525 -1.89981
H -1.10583 2.50516 -0.78363
H -2.54575 -0.16659 -3.03435
H -0.38950 -1.13541 -4.17368
H 1.81063 -2.54669 -2.98336
H 3.62566 -1.87454 -1.27310
H 3.34851 0.16521 -0.06044
H 1.46435 1.57374 -0.11651
C -0.87837 -0.65967 3.75380
C -0.50496 0.72197 4.32870
H -0.49331 -0.77851 2.74060
H -0.28945 -1.43162 4.26419
H -1.90296 -0.97680 3.78225
H -0.79677 0.89019 5.35628
H 0.46078 1.10260 4.02019
H -1.21784 1.31239 3.72378
```

Results
HOMO-LUMO gap, eV: 8.7559
Relative energy (zero: lowest compared OMol25 entry of this formula, charge and spin), kJ/mol: 156.8
SMILES: Cc1c[nH]c2ccccc12.CC
HOMO, eV: -7.8